{"formula": "C5H8N2S", "method": "ωB97M-V with the def2-TZVPD basis set", "symbols": ["S", "N", "N", "C", "C", "C", "C", "C", "H", "H", "H", "H", "H", "H", "H", "H"], "positions_angstrom": [[-2.114, -1.928, 1.977], [-1.794, -0.064, 0.368], [0.863, 1.149, -0.169], [-2.227, -0.195, 1.568], [1.438, 1.556, 0.846], [-1.546, -2.301, 0.414], [1.664, 0.812, -1.267], [-1.397, -1.179, -0.374], [1.444, -0.179, -1.676], [0.825, 1.912, 1.772], [-0.814, -1.047, -1.251], [1.252, 1.454, -2.064], [-1.235, -3.247, 0.329], [-1.640, 0.865, -0.136], [2.768, 0.825, -1.233], [2.512, 1.566, 0.897]], "nbo_charge": [0.354, -0.558, -0.424, -0.160, -0.040, -0.429, -0.450, -0.084, 0.200, 0.185, 0.218, 0.212, 0.220, 0.435, 0.181, 0.142], "e_homo_ev": -8.31, "fmax_ev_per_a": 3.82, "energy_ha": -702.899686, "charge": 0, "e_above_lowest_kcal_mol": 81.8, "spin_multiplicity": 1, "gap_ev": 9.1}

***

{"formula": "C19H10Cl5CoN4O4", "method": "ωB97M-V with the def2-TZVPD basis set", "symbols": ["Co", "Cl", "Cl", "Cl", "Cl", "Cl", "O", "O", "O", "O", "N", "N", "N", "N", "C", "C", "C", "C", "C", "C", "C", "C", "C", "C", "C", "C", "C", "C", "C", "C", "C", "C", "C", "H", "H", "H", "H", "H", "H", "H", "H", "H", "H"], "positions_angstrom": [[0.161, 0.434, -0.229], [3.311, -4.536, 0.158], [0.693, -6.161, 0.425], [-2.052, -4.738, 0.106], [-2.141, -1.651, -0.424], [3.203, -1.495, -0.225], [-3.363, 1.859, 1.529], [-2.646, 3.520, -0.624], [0.547, -1.314, -4.019], [2.098, 1.020, 1.127], [-1.476, 1.678, 0.180], [0.700, 2.466, -1.016], [-0.428, 0.007, 1.863], [0.434, 0.094, -2.132], [-0.479, 4.023, -2.401], [-0.607, -1.831, 3.374], [-0.629, -2.439, -0.155], [1.807, 3.536, -2.844], [-1.994, -1.701, 3.414], [-1.654, 2.815, -0.546], [1.793, -3.722, 0.071], [-0.603, -3.816, 0.023], [-0.419, 3.128, -1.339], [0.514, -1.639, -0.141], [1.779, 2.668, -1.770], [0.472, -0.643, -3.052], [-1.754, 0.171, 1.951], [0.622, -4.462, 0.156], [-2.567, -0.653, 2.720], [-2.319, 1.331, 1.187], [0.651, 4.243, -3.163], [0.127, -0.952, 2.605], [1.712, -2.341, -0.073], [2.710, 3.655, -3.424], [1.207, -1.006, 2.572], [-1.419, 4.510, -2.601], [-2.598, -2.395, 3.981], [0.636, 4.930, -3.997], [2.808, 0.469, 0.771], [-3.629, -0.471, 2.730], [2.231, 1.920, 0.823], [2.665, 2.098, -1.516], [-0.106, -2.610, 3.929]], "mulliken_spin": [2.793, 0.003, 0.000, 0.002, 0.006, 0.004, 0.002, 0.002, 0.010, 0.015, 0.046, 0.020, 0.000, 0.045, -0.001, -0.001, -0.056, -0.001, 0.006, 0.002, -0.001, 0.006, 0.012, 0.110, 0.013, 0.013, 0.016, -0.005, -0.006, -0.003, 0.004, 0.008, -0.056, 0.000, 0.001, 0.000, 0.000, 0.000, -0.003, 0.000, -0.004, 0.001, 0.000], "s_squared": 3.760, "e_homo_ev": [-4.63, -5.38], "fmax_ev_per_a": 1.58, "energy_ha": -4933.919865, "charge": -1, "spin_multiplicity": 4, "gap_ev": [7.1, 7.8]}

***

{"formula": "C3H7NO2", "method": "ωB97M-V with the def2-TZVPD basis set", "symbols": ["O", "O", "N", "C", "C", "C", "H", "H", "H", "H", "H", "H", "H"], "positions_angstrom": [[-0.383, 0.422, -0.725], [-0.453, 1.173, 2.007], [-0.381, -0.861, -1.013], [-1.080, -1.188, -2.196], [0.854, 0.655, 0.018], [0.519, 0.339, 1.456], [-1.258, -2.273, -2.364], [1.561, 0.535, 1.832], [1.560, -0.041, -0.445], [1.130, 1.674, -0.091], [-0.785, 0.723, 2.776], [0.388, -0.702, 1.565], [-1.673, -0.456, -2.821]], "nbo_charge": [-0.370, -0.698, -0.126, -0.203, -0.092, -0.089, 0.192, 0.141, 0.208, 0.198, 0.475, 0.183, 0.183], "e_homo_ev": -9.09, "fmax_ev_per_a": 7.71, "smiles": "C=NOCCO", "energy_ha": -323.610672, "charge": 0, "e_above_lowest_kcal_mol": 106.9, "spin_multiplicity": 1, "gap_ev": 10.0}

***

{"formula": "C4H6N2O", "method": "ωB97M-V with the def2-TZVPD basis set", "symbols": ["O", "N", "N", "C", "C", "C", "C", "H", "H", "H", "H", "H", "H"], "positions_angstrom": [[0.242, -0.566, 1.285], [-0.647, 1.623, -2.545], [0.673, -1.792, -0.616], [-0.633, 1.479, -1.397], [-0.632, 1.314, 0.058], [0.635, 0.636, 0.628], [0.131, -1.668, 0.517], [-1.492, 0.696, 0.334], [-0.501, -2.397, 1.028], [0.460, -2.704, -1.011], [1.085, 1.257, 1.405], [-0.796, 2.295, 0.515], [1.373, 0.429, -0.149]], "nbo_charge": [-0.506, -0.319, -0.705, 0.285, -0.544, -0.074, 0.402, 0.262, 0.156, 0.359, 0.202, 0.254, 0.228], "e_homo_ev": -10.55, "fmax_ev_per_a": 1.11, "smiles": "[H]/N=C/OCCC#N", "energy_ha": -340.738438, "charge": 0, "e_above_lowest_kcal_mol": 35.4, "spin_multiplicity": 1, "gap_ev": 11.3}

***

{"formula": "C3H9S2", "method": "ωB97M-V with the def2-TZVPD basis set", "symbols": ["S", "S", "C", "C", "C", "H", "H", "H", "H", "H", "H", "H", "H", "H"], "positions_angstrom": [[-0.579, 0.194, -1.795], [0.638, 0.326, 2.071], [-1.743, -1.125, -2.171], [1.421, 1.566, 0.993], [0.267, -1.157, 0.988], [-1.438, -1.620, -3.093], [1.216, 1.158, -0.004], [0.727, -1.154, 0.007], [2.481, 1.587, 1.281], [-0.772, -0.961, 0.736], [0.323, -2.103, 1.537], [0.990, 2.564, 1.101], [-2.697, -0.669, -2.408], [-1.878, -2.016, -1.507]], "nbo_charge": [-0.718, 0.077, -0.750, -0.746, -0.739, 0.171, 0.273, 0.263, 0.192, 0.237, 0.193, 0.211, 0.179, 0.156], "e_homo_ev": -2.38, "fmax_ev_per_a": 1.49, "energy_ha": -916.067277, "charge": -1, "e_above_lowest_kcal_mol": 29.7, "spin_multiplicity": 1, "gap_ev": 5.9}

***

{"formula": "C3H10NO", "method": "ωB97M-V with the def2-TZVPD basis set", "symbols": ["O", "N", "C", "C", "C", "H", "H", "H", "H", "H", "H", "H", "H", "H", "H"], "positions_angstrom": [[0.736, 0.605, -0.360], [1.698, -1.117, 1.437], [-1.079, 0.120, -1.797], [-1.420, 0.477, 0.671], [-0.636, 0.379, -0.586], [-2.134, -0.014, -1.986], [-0.425, 0.097, -2.655], [1.167, 0.740, -1.219], [-1.165, 1.380, 1.227], [-2.481, 0.481, 0.451], [1.360, -0.379, 0.731], [2.552, -0.823, 1.909], [-1.245, -0.367, 1.346], [1.892, -1.975, 0.919], [0.965, -1.305, 2.120]], "nbo_charge": [-0.738, -0.891, -0.458, -0.671, 0.288, 0.237, 0.211, 0.513, 0.241, 0.259, 0.474, 0.447, 0.198, 0.444, 0.444], "e_homo_ev": -13.26, "fmax_ev_per_a": 0.38, "energy_ha": -250.036890, "charge": 1, "e_above_lowest_kcal_mol": 10.6, "spin_multiplicity": 1, "gap_ev": 9.4}